{
  "formula": "C34H27BrN2O6Ru",
  "method": "ωB97M-V/def2-TZVPD",
  "e_lumo_ha": [0.0930, 0.0929],
  "multiplicity": 2,
  "charge": -1,
  "e_homo_ev": [-3.73, -2.55],
  "orbital_gap_ev": [6.264, 5.077],
  "relative_energy_ev": 0.686,
  "species": ["Ru", "C", "O", "C", "C", "C", "C", "C", "C", "N", "N", "C", "O", "C", "C", "C", "C", "C", "C", "C", "O", "H", "H", "H", "H", "H", "H", "H", "H", "H", "H", "H", "H", "Br", "C", "C", "C", "C", "C", "C", "C", "C", "C", "C", "H", "H", "H", "H", "H", "H", "C", "O", "C", "C", "C", "C", "C", "C", "O", "C", "O", "C", "H", "H", "H", "H", "H", "H", "H", "H", "H"],
  "coordinates": [[0.788, -0.067, 0.719], [-4.789, -0.553, 0.684], [-4.175, 0.596, 1.240], [-3.417, 0.308, 2.362], [-4.090, 0.189, 3.568], [-3.376, -0.136, 4.715], [-2.022, -0.342, 4.634], [-1.284, -0.211, 3.434], [0.118, -0.478, 3.558], [1.019, -0.453, 2.594], [2.293, -0.855, 3.001], [3.116, -0.816, 1.983], [2.814, -0.471, 0.784], [4.532, -1.226, 2.242], [5.408, -1.362, 1.170], [6.730, -1.724, 1.385], [7.191, -1.953, 2.674], [6.318, -1.822, 3.747], [4.998, -1.461, 3.533], [-2.030, 0.159, 2.284], [-1.349, 0.341, 1.078], [-5.379, -0.215, -0.165], [-5.438, -1.039, 1.420], [-4.041, -1.271, 0.341], [-5.160, 0.344, 3.576], [-3.885, -0.234, 5.666], [-1.466, -0.608, 5.524], [0.475, -0.779, 4.538], [5.032, -1.165, 0.175], [7.405, -1.823, 0.543], [8.224, -2.232, 2.842], [6.671, -1.999, 4.756], [4.305, -1.357, 4.356], [-0.487, 2.941, 2.344], [-1.709, 3.365, 0.961], [-2.075, 4.679, 0.883], [-2.844, 5.151, -0.199], [-3.183, 4.297, -1.202], [-2.828, 2.926, -1.147], [-3.153, 2.080, -2.237], [-2.787, 0.769, -2.233], [-2.173, 0.227, -1.092], [-1.919, 1.006, -0.003], [-2.132, 2.414, -0.016], [-1.727, 5.365, 1.642], [-3.122, 6.195, -0.245], [-3.726, 4.651, -2.070], [-3.663, 2.512, -3.089], [-2.983, 0.134, -3.088], [-1.896, -0.819, -1.043], [0.490, 1.763, -6.033], [0.700, 0.368, -6.022], [0.741, -0.255, -4.801], [0.879, -1.659, -4.856], [0.927, -2.345, -3.674], [0.836, -1.733, -2.406], [0.796, -2.590, -1.224], [1.209, -4.050, -1.366], [0.419, -2.232, -0.102], [0.737, -0.298, -2.351], [0.718, 0.409, -1.293], [0.670, 0.401, -3.602], [0.407, 2.051, -7.079], [1.329, 2.295, -5.576], [-0.428, 2.030, -5.503], [0.935, -2.154, -5.814], [1.023, -3.421, -3.723], [0.437, -4.619, -1.889], [1.324, -4.455, -0.365], [2.141, -4.158, -1.920], [0.583, 1.474, -3.529]]
}